Record 1
Here is a structure of composition C21H30AgN6O3 from OMol25. Energies are from wB97M-V/def2-TZVPD.

Positions of all 61 atoms, in Å:
Ag: 0.158 0.290 -0.589
C: 4.460 -0.870 0.771
C: 2.961 -0.992 0.511
O: 2.425 0.074 0.081
C: 2.389 -2.236 0.760
C: 1.047 -2.703 0.541
C: 0.764 -4.152 0.870
N: 0.090 -1.952 0.090
N: -1.156 -2.558 0.001
C: -2.043 -1.824 -0.644
O: -1.905 -0.700 -1.213
C: -3.417 -2.443 -0.697
C: -3.698 -3.697 -0.154
C: -4.980 -4.226 -0.222
C: -6.005 -3.511 -0.835
C: -5.731 -2.263 -1.378
C: -4.447 -1.736 -1.310
H: 4.653 0.040 1.344
H: 4.974 -0.767 -0.189
H: 4.873 -1.728 1.303
H: 3.074 -2.991 1.127
H: 1.663 -4.659 1.222
H: 0.372 -4.664 -0.009
H: -0.015 -4.214 1.632
H: -2.889 -4.238 0.318
H: -5.185 -5.202 0.203
H: -7.005 -3.925 -0.888
H: -6.523 -1.699 -1.858
H: -4.207 -0.767 -1.726
C: -2.335 -0.982 4.197
N: -1.811 0.136 3.440
C: -2.021 1.475 3.674
C: -1.400 2.123 2.645
N: -0.819 1.219 1.791
C: -1.086 0.038 2.300
H: -2.134 -0.852 5.259
H: -1.849 -1.892 3.852
H: -3.409 -1.087 4.046
H: -2.580 1.829 4.523
H: -1.345 3.186 2.470
H: -0.787 -0.908 1.868
C: 1.506 2.767 -4.297
N: 2.188 3.250 -3.115
C: 3.107 4.356 -3.308
C: 1.566 3.036 -1.903
O: 0.448 2.543 -1.835
N: 2.296 3.399 -0.789
C: 1.588 3.273 0.490
C: 3.710 3.024 -0.743
H: 0.878 3.543 -4.749
H: 0.867 1.934 -4.023
H: 2.240 2.436 -5.034
H: 2.827 4.906 -4.210
H: 4.142 4.021 -3.427
H: 3.061 5.036 -2.458
H: 0.560 3.599 0.362
H: 2.081 3.920 1.217
H: 1.586 2.242 0.842
H: 4.370 3.871 -0.947
H: 3.928 2.226 -1.453
H: 3.932 2.647 0.253

Output
E, a.u.: -1519.48523
LUMO, eV: 2.733
Energy above the lowest of the compared OMol25 structures with the same formula, charge and spin, kJ/mol: 0.00
HOMO energy, eV: -3.0
Kohn-Sham gap, eV: 5.7
2S+1: 1
Total charge: -1


Record 2
Here is a structure of composition C21H30Br27Cl2NO3PS from OMol25. Energies are from wB97M-V/def2-TZVPD.

Positions of all 86 atoms, in Å:
C: -1.823 0.169 2.260
C: -0.938 0.980 2.062
C: 0.249 1.862 1.533
C: 0.478 1.631 -0.043
P: -1.096 2.284 -0.908
O: -2.007 0.872 -1.182
Cl: -2.200 3.570 0.325
N: 1.722 2.416 -0.384
C: 2.195 2.222 -1.792
C: 2.462 0.695 -2.167
C: 1.100 -0.089 -1.914
C: 1.091 -1.599 -2.423
S: 2.731 -2.425 -2.511
O: 3.077 -2.753 -3.910
O: 2.576 -3.706 -1.785
C: 0.743 0.073 -0.353
C: 1.924 -0.523 0.578
C: 1.384 -1.433 1.764
C: 2.077 -1.097 3.160
Cl: 1.903 -3.161 1.364
H: -2.440 -0.793 2.335
H: 0.095 2.951 1.791
H: 1.152 1.533 2.145
H: -2.211 0.537 -0.273
H: 2.473 2.300 0.321
H: 1.448 3.424 -0.306
H: 3.197 2.752 -1.865
H: 1.438 2.697 -2.477
H: 3.343 0.315 -1.578
H: 2.706 0.651 -3.270
H: 0.307 0.456 -2.522
H: 0.333 -2.158 -1.794
H: 0.660 -1.596 -3.474
H: 3.750 -1.752 -1.863
H: -0.164 -0.559 -0.103
H: 2.665 -1.126 -0.012
H: 2.521 0.315 1.068
H: 0.266 -1.467 1.853
H: 1.875 -0.031 3.477
H: 3.182 -1.332 3.137
H: 1.600 -1.744 3.963
C: 2.887 -5.876 -5.979
Br: 1.538 -5.557 -7.331
Br: 2.197 -6.928 -4.510
Br: 4.489 -6.657 -6.735
H: 3.167 -4.907 -5.573
C: 0.052 1.439 6.445
Br: 1.894 1.542 7.032
Br: -1.085 2.664 7.418
Br: -0.108 1.679 4.527
H: -0.297 0.435 6.669
C: -5.322 -2.950 1.725
Br: -6.772 -2.784 0.459
Br: -4.251 -4.526 1.393
Br: -4.235 -1.343 1.789
H: -5.769 -3.070 2.708
C: 6.572 1.786 -2.523
Br: 5.254 2.102 -3.905
Br: 5.830 0.778 -1.040
Br: 8.167 0.961 -3.231
H: 6.862 2.756 -2.129
C: 4.912 -2.777 -8.567
Br: 3.847 -2.369 -7.003
Br: 4.378 -1.719 -10.097
Br: 6.806 -2.618 -8.206
H: 4.721 -3.818 -8.817
C: -6.770 3.684 0.563
Br: -5.272 2.636 -0.078
Br: -6.467 4.341 2.358
Br: -7.220 5.113 -0.661
H: -7.628 3.020 0.607
C: -9.520 -5.984 0.788
Br: -8.014 -7.050 0.205
Br: -9.281 -5.330 2.595
Br: -9.904 -4.548 -0.450
H: -10.388 -6.637 0.798
C: 2.531 6.827 -1.163
Br: 3.298 7.294 0.549
Br: 3.757 5.795 -2.245
Br: 0.822 5.930 -0.965
H: 2.342 7.757 -1.692
C: -4.878 2.757 10.050
Br: -5.329 1.331 8.821
Br: -3.931 2.096 11.602
Br: -3.909 4.183 9.170
H: -5.814 3.180 10.404

Output
E, a.u.: -72256.45256
LUMO, eV: -2.949
Energy above the lowest of the compared OMol25 structures with the same formula, charge and spin, kJ/mol: 0.00
HOMO energy, eV: -11.3
Kohn-Sham gap, eV: 8.3
2S+1: 1
Total charge: +1


Record 3
Here is an isolated molecule of C21H30ClN3O3S from OMol25. Energies are from wB97M-V/def2-TZVPD.

Positions of all 59 atoms, in Å:
C: -4.758 -2.313 -2.269
C: -3.314 -1.879 -2.071
C: -3.214 -0.481 -1.478
C: -1.754 -0.021 -1.401
O: -0.986 -0.255 -2.318
N: -1.402 0.691 -0.308
C: -0.049 1.190 -0.098
C: 0.197 2.366 -1.037
C: 1.595 2.986 -1.027
C: 2.745 1.970 -1.071
C: 3.412 1.667 0.269
N: 2.580 0.994 1.258
C: 2.574 -0.345 1.500
O: 1.687 -0.863 2.160
C: 3.725 -1.177 1.045
S: 5.372 -0.786 1.370
C: 5.957 -2.194 0.566
C: 7.416 -2.492 0.498
C: 4.925 -2.919 0.071
C: 3.658 -2.339 0.344
Cl: 2.191 -3.039 -0.209
C: 1.517 1.772 1.886
C: 0.099 1.476 1.388
N: -3.953 -0.303 -0.238
C: -4.789 0.870 -0.027
C: -5.032 0.893 1.492
C: -4.748 -0.542 1.946
C: -3.869 -1.126 0.850
O: -3.216 -2.143 0.929
H: -4.797 -3.294 -2.742
H: -5.289 -2.385 -1.319
H: -5.301 -1.611 -2.909
H: -2.792 -2.591 -1.435
H: -2.789 -1.863 -3.025
H: -3.687 0.202 -2.195
H: -2.041 0.700 0.469
H: 0.630 0.374 -0.362
H: -0.002 2.005 -2.049
H: -0.553 3.139 -0.835
H: 1.661 3.632 -1.904
H: 1.723 3.657 -0.173
H: 2.413 1.037 -1.536
H: 3.536 2.357 -1.719
H: 4.298 1.070 0.074
H: 3.762 2.604 0.716
H: 7.584 -3.425 -0.037
H: 7.961 -1.703 -0.022
H: 7.848 -2.595 1.494
H: 5.050 -3.846 -0.472
H: 1.537 1.573 2.960
H: 1.769 2.821 1.754
H: -0.557 2.307 1.679
H: -0.251 0.591 1.921
H: -4.286 1.770 -0.386
H: -5.726 0.772 -0.586
H: -4.335 1.584 1.972
H: -6.037 1.227 1.736
H: -4.240 -0.614 2.904
H: -5.655 -1.149 2.006

Output
E, a.u.: -2066.64593
LUMO, eV: 0.601
Energy above the lowest of the compared OMol25 structures with the same formula, charge and spin, kJ/mol: 36.73
HOMO energy, eV: -8.7
SMILES string: CC[C@H](C(=O)N[C@H]1CCCCN(C(=O)c2sc(C)cc2Cl)CC1)N1CCCC1=O
Kohn-Sham gap, eV: 9.3
2S+1: 1